Record 1
{"formula": "C14H26N4O2", "method": "wB97M-V/def2-TZVPD", "species": ["O", "O", "N", "N", "N", "N", "C", "C", "C", "C", "C", "C", "C", "C", "C", "C", "C", "C", "C", "C", "H", "H", "H", "H", "H", "H", "H", "H", "H", "H", "H", "H", "H", "H", "H", "H", "H", "H", "H", "H", "H", "H", "H", "H", "H", "H"], "coordinates": [[-0.3632, 0.1607, -0.3029], [-4.5726, 1.7170, 0.4962], [-3.8700, -0.9267, 0.5209], [2.3266, 0.3366, 0.1126], [1.4123, 1.1384, 0.6962], [-3.2376, 0.0159, -0.2139], [0.0777, 1.0034, 0.4473], [3.5526, 0.5050, 0.3521], [5.5171, 0.4783, -1.1453], [-2.5384, -3.2009, -1.4276], [-2.3373, 3.4623, -0.3129], [-0.7637, 2.0470, 1.1543], [-3.6498, 1.3165, -0.1742], [5.3685, -1.1072, 0.8039], [-0.9248, 3.2865, 0.2456], [-3.4208, -2.1046, 0.6095], [-1.6717, -3.8546, 0.8425], [-2.8413, 2.2361, -1.0846], [4.5812, -0.3699, -0.2814], [-2.1903, -2.7055, -0.0184], [-1.4284, -3.5028, 1.8428], [3.9163, 1.2929, 1.0271], [-2.3299, 4.3347, -0.9694], [6.2642, -0.1545, -1.6175], [-3.0384, 3.6646, 0.4996], [-0.6673, 4.1848, 0.8098], [-3.3082, -3.9688, -1.3770], [4.7025, -1.7164, 1.4101], [-1.4019, -1.9488, -0.0989], [5.8799, -0.3988, 1.4530], [4.9568, 0.9915, -1.9231], [6.1127, -1.7558, 0.3489], [1.7342, 1.8757, 1.3276], [-1.7421, 1.6238, 1.3777], [-0.2922, 2.3237, 2.0978], [-3.5286, 2.5647, -1.8668], [-2.0134, 1.7055, -1.5527], [-2.4218, -4.6391, 0.9253], [6.0299, 1.2214, -0.5374], [-2.9090, -2.3854, -2.0448], [-4.0358, -2.7660, 1.2059], [-0.7740, -4.2818, 0.4009], [-1.6572, -3.6233, -1.9052], [4.0609, -1.0954, -0.9116], [-2.3406, -0.1965, -0.6521], [-0.2228, 3.2155, -0.5901]], "forces_ev_per_angstrom": [[-0.02, -0.17, -0.26], [-0.06, 0.15, 0.07], [-0.86, 0.30, 0.46], [-0.14, -0.61, -0.56], [0.42, 0.73, 0.70], [0.65, -0.61, -0.47], [-0.14, 0.12, 0.32], [0.00, 0.16, 0.13], [-0.21, -0.16, 0.02], [0.10, 0.14, 0.14], [0.15, -0.01, -0.05], [0.07, -0.01, -0.17], [0.00, 0.03, -0.24], [-0.19, 0.00, -0.18], [-0.17, 0.14, -0.01], [0.46, -0.05, -0.16], [0.01, 0.26, -0.06], [-0.15, 0.15, 0.23], [0.27, -0.02, 0.01], [0.02, 0.00, -0.16], [0.04, -0.04, 0.12], [-0.06, 0.04, 0.03], [-0.05, 0.00, 0.04], [0.12, -0.02, -0.05], [-0.02, 0.07, -0.06], [0.08, -0.01, -0.05], [-0.08, -0.08, -0.03], [-0.01, -0.08, 0.10], [-0.10, -0.05, 0.04], [0.09, 0.06, 0.10], [0.01, 0.08, -0.09], [0.11, -0.07, 0.00], [-0.20, -0.29, -0.22], [0.12, -0.11, 0.11], [-0.03, -0.03, 0.04], [0.00, -0.09, 0.00], [0.00, -0.03, -0.09], [-0.07, -0.11, 0.03], [0.09, 0.10, 0.05], [-0.05, 0.04, -0.10], [-0.12, -0.14, 0.13], [0.07, -0.07, -0.02], [0.07, -0.07, -0.08], [-0.03, 0.07, 0.06], [-0.19, 0.19, 0.21], [0.04, 0.07, 0.02]], "mulliken_charge": [-0.66, -0.62, -1.00, -0.43, 0.15, 0.42, 0.41, -0.50, -1.45, -1.38, -0.89, -0.78, -0.05, -1.46, -0.61, -0.29, -1.76, -0.19, 0.70, 1.33, 0.42, 0.37, 0.38, 0.39, 0.42, 0.29, 0.37, 0.38, -0.11, 0.35, 0.37, 0.39, 0.32, 0.43, 0.44, 0.37, 0.32, 0.39, 0.35, 0.34, 0.42, 0.39, 0.38, 0.18, 0.36, 0.37], "e_tot_ha": -918.52776, "lumo_energy_ev": 0.55, "homo_energy_ev": -8.72, "relative_energy_kj_mol": 271.29, "smiles": "CC(C)/C=N\\NC(=O)CCCCC(=O)N/N=C/C(C)C", "gap_ev": 9.267, "largest_force_ev_per_a": 1.1}

Record 2
{"formula": "C5H6N2O", "method": "wB97M-V/def2-TZVPD", "species": ["O", "N", "N", "C", "C", "C", "C", "C", "H", "H", "H", "H", "H", "H"], "coordinates": [[0.2758, -1.2358, 1.0919], [0.2926, -0.8013, -0.2389], [-0.5808, 1.0062, -1.1640], [1.4165, 0.2804, -0.2200], [-0.8751, -0.0131, -0.4726], [-2.7734, -0.4474, 1.6692], [0.9377, 1.1458, -1.4080], [-2.0394, -0.2424, 0.5009], [0.1102, -2.2384, 0.9433], [-3.5759, -0.8642, 2.3601], [1.5149, 0.7708, 0.9740], [2.4085, -0.1781, -0.4373], [1.5822, 2.0830, -1.1298], [1.3063, 0.7345, -2.4688]], "forces_ev_per_angstrom": [[-0.38, -4.17, 0.07], [1.84, 1.41, 1.33], [-0.60, 2.42, -1.10], [-0.04, -1.54, 0.98], [1.23, 1.04, 1.84], [4.82, 0.80, -9.04], [1.14, -1.07, 1.03], [-4.89, -1.48, 7.52], [0.46, 2.39, 0.95], [1.54, 1.00, -1.28], [-0.77, -1.13, -3.75], [-0.78, 0.07, 0.33], [-2.50, -0.51, -1.34], [-1.07, 0.77, 2.44]], "mulliken_charge": [-0.45, -0.15, -0.54, -0.52, 0.53, -0.29, -0.25, -0.17, 0.38, 0.34, 0.26, 0.34, 0.28, 0.24], "e_tot_ha": -378.58832, "lumo_energy_ev": 0.03, "homo_energy_ev": -9.40, "relative_energy_kj_mol": 742.03, "smiles": "C#CC1=NCCN1O", "gap_ev": 9.429, "largest_force_ev_per_a": 10.3}

Record 3
{"formula": "C22H29NO24S", "method": "wB97M-V/def2-TZVPD", "species": ["S", "O", "O", "O", "O", "O", "O", "O", "O", "O", "O", "O", "O", "O", "O", "O", "O", "O", "O", "O", "O", "O", "O", "O", "O", "N", "C", "C", "C", "C", "C", "C", "C", "C", "C", "C", "C", "C", "C", "C", "C", "C", "C", "C", "C", "C", "C", "C", "H", "H", "H", "H", "H", "H", "H", "H", "H", "H", "H", "H", "H", "H", "H", "H", "H", "H", "H", "H", "H", "H", "H", "H", "H", "H", "H", "H", "H"], "coordinates": [[-0.7042, 1.8457, 5.1533], [1.5863, 4.5759, 0.0716], [3.0385, 5.6404, -1.2429], [5.3770, -1.2102, 6.2244], [-5.6930, -2.7791, -2.0882], [-1.4810, 2.1156, 0.8428], [-1.4751, 0.6818, -4.6592], [-2.8087, 0.7290, -0.2825], [-0.0416, -0.7606, -3.6965], [0.9051, 2.3451, 5.4592], [1.9163, -1.8837, 3.7930], [-2.1167, -6.7372, -6.4798], [-2.1918, 0.2284, 1.8242], [-6.0878, -2.1092, -4.2006], [-0.4718, -0.8768, -5.8989], [-0.3666, 0.2800, 5.3034], [0.9933, 5.1159, -2.0279], [7.5460, -1.2366, 5.6136], [-0.9175, 2.1638, 3.7807], [1.8664, 1.3621, 5.0022], [0.9039, -2.1865, 5.7479], [6.5533, 0.6956, 6.2138], [-4.1435, -1.6063, -3.1870], [-1.9440, -4.9580, -5.1105], [-0.2687, -5.4514, -6.5019], [2.2253, 1.9072, 2.6560], [1.7938, 5.1112, -1.1526], [-2.1622, 0.9607, 0.8849], [-1.2772, -0.5786, 4.5925], [5.1879, 1.0638, 6.4162], [-1.4852, 2.5913, -0.5107], [2.2216, 1.6920, 3.8026], [-3.6992, -1.6768, -1.8230], [-5.3793, -2.1627, -3.2531], [-0.4419, -1.6160, 3.8442], [-0.8501, -4.1167, -4.7272], [4.5557, -0.2278, 6.8622], [-2.7173, 1.9227, -1.0753], [-1.7748, 1.0080, -6.0228], [0.0367, -4.1662, -5.9500], [-1.5050, -5.8101, -6.0723], [-4.5138, -2.8272, -1.2775], [3.6135, 5.6481, 0.0698], [6.5911, -0.6452, 5.9810], [0.8274, -1.9248, 4.5737], [-1.4800, -0.2918, -6.7367], [-0.6065, -0.3559, -4.6580], [2.8390, 4.5520, 0.7663], [3.5197, -0.3222, 6.5449], [-1.9619, -1.0884, 5.2551], [4.7782, 1.4246, 5.4698], [-2.3436, -0.9585, -6.7671], [5.1071, 1.8514, 7.1610], [-3.6225, 2.5145, -0.9280], [3.4508, 6.6293, 0.5200], [-1.1958, -3.1147, -4.4923], [-0.1900, -1.1962, 2.8827], [2.6503, -2.0712, 4.3914], [-0.2156, -3.3990, -6.6825], [-1.1213, 1.8215, -6.3420], [-2.6274, -1.8555, -1.7749], [4.6815, 5.4525, 0.0235], [-1.1045, -0.1491, -7.7462], [-0.3691, -4.5421, -3.8444], [-1.8466, -0.0581, 3.8314], [-4.0274, -3.7939, -1.4231], [3.2910, 3.5684, 0.6416], [-4.7617, -2.7099, -0.2258], [-1.5342, 3.6758, -0.5405], [1.0936, -4.0917, -5.7093], [-2.6202, 1.6760, -2.1303], [4.6090, -0.3690, 7.9432], [-3.9221, -0.7339, -1.3320], [-2.8099, 1.3222, -6.1236], [-1.0071, -2.5293, 3.7276], [2.6932, 4.7399, 1.8260], [-0.5672, 2.2655, -1.0009]], "forces_ev_per_angstrom": [[0.46, 0.20, 0.30], [0.05, 0.06, -0.04], [-0.08, -0.04, 0.08], [0.08, 0.21, -0.03], [0.12, 0.07, -0.01], [-0.09, -0.09, -0.07], [0.08, -0.07, -0.11], [0.15, 0.30, 0.27], [0.08, -0.15, 0.25], [-0.05, -0.32, 0.61], [-0.05, 0.19, -0.20], [-0.14, -0.21, -0.09], [-0.19, -0.30, -0.12], [-0.15, 0.04, -0.22], [-0.11, 0.09, -0.04], [-0.51, 0.76, 0.12], [-0.24, -0.03, -0.22], [0.21, -0.13, -0.08], [-0.48, -0.02, -0.48], [0.80, 0.12, 0.46], [-0.06, -0.01, -0.06], [-0.16, -0.25, 0.03], [0.01, -0.13, 0.08], [0.13, 0.02, -0.04], [-0.08, 0.07, 0.13], [0.88, -0.08, 1.45], [0.21, 0.01, 0.18], [0.21, 0.27, -0.03], [-0.05, -1.24, -0.61], [-0.07, 0.37, -0.03], [0.11, 0.15, -0.20], [-1.26, 0.06, -2.21], [0.10, 0.00, 0.05], [0.06, -0.01, 0.09], [0.26, 0.73, -0.02], [0.01, 0.11, 0.12], [-0.31, -0.12, 0.16], [-0.05, 0.16, -0.34], [-0.13, 0.17, -0.12], [0.18, 0.14, -0.03], [0.07, 0.11, 0.06], [0.10, -0.12, 0.13], [0.10, 0.07, 0.08], [-0.10, 0.10, 0.02], [-0.02, -0.34, 0.65], [-0.13, -0.04, -0.22], [-0.12, 0.15, -0.03], [0.16, -0.08, 0.20], [0.03, -0.17, -0.07], [0.03, 0.22, 0.69], [0.01, -0.03, -0.01], [0.00, 0.01, 0.07], [0.19, 0.02, 0.00], [0.01, -0.03, 0.08], [-0.05, -0.01, -0.03], [-0.16, -0.05, -0.03], [0.03, -0.13, -0.44], [0.35, -0.17, 0.00], [-0.04, 0.00, 0.03], [0.05, -0.04, 0.03], [0.01, 0.05, -0.20], [-0.02, -0.02, -0.20], [0.18, -0.07, 0.06], [0.02, -0.03, -0.03], [0.02, 0.35, 0.17], [-0.01, 0.01, -0.05], [-0.02, 0.00, -0.01], [-0.19, 0.03, -0.05], [0.04, 0.00, 0.20], [0.03, -0.16, -0.07], [0.01, -0.21, 0.06], [0.05, 0.00, -0.01], [-0.09, -0.16, -0.05], [-0.03, -0.04, 0.20], [-0.16, -0.25, -0.15], [-0.20, -0.03, -0.03], [-0.02, -0.03, 0.02]], "mulliken_charge": [0.23, -0.23, -0.35, -0.34, -0.36, -0.18, -0.25, -0.28, -0.53, -0.21, -0.46, -0.52, -0.55, -0.55, -0.29, -0.13, -0.53, -0.51, -0.19, -0.22, -0.61, -0.35, -0.24, -0.31, -0.35, -0.41, 0.63, 0.45, -0.27, -0.13, -0.34, 0.61, 0.03, 0.59, -0.39, 0.20, -0.09, -0.19, -0.42, -0.17, 0.60, -0.37, -0.31, 0.62, 0.56, -0.36, 0.65, -0.30, 0.08, 0.33, 0.14, 0.28, 0.32, 0.28, 0.25, -0.20, 0.14, 0.36, 0.17, 0.28, 0.31, 0.30, 0.32, 0.24, 0.30, 0.25, 0.28, 0.32, 0.30, 0.33, 0.17, 0.26, 0.09, 0.35, 0.43, 0.26, 0.21], "e_tot_ha": -3114.33407, "lumo_energy_ev": -1.01, "homo_energy_ev": -10.88, "gap_ev": 9.863, "largest_force_ev_per_a": 2.6}